A 3-piece molecular cluster, C37H35NO12S2 overall at a distorted geometry, computed with ωB97M-V with the def2-TZVPD basis set.

Results
**Charge**: 0
**HOMO energy**: -8.191 eV
**Electronic energy**: -86654.0888 eV
**Energy above the lowest of the compared OMol25 structures with the same formula, charge and spin**: 0.0 kJ/mol
**Strongest force on any atom**: 4.9 eV/A
**Kohn-Sham gap**: 0.243 Ha
**E_LUMO**: -1.59 eV

```
87
C37H35NO12S2 ωB97M-V with the def2-TZVPD basis set
C -5.18 6.45 -3.33
O -5.16 5.41 -2.32
C -5.55 6.01 -1.04
C -4.21 6.57 -0.36
C -3.40 5.51 0.53
C -3.35 4.02 -0.07
C -2.73 2.98 0.99
C -2.44 1.59 0.81
C -2.78 0.89 -0.58
C -2.58 -0.71 -0.60
C -1.36 -1.07 -1.59
S 0.04 -1.77 -0.57
C 1.54 -0.90 -1.29
S 1.70 0.74 -1.01
N 2.52 -1.71 -2.04
C 2.06 -2.03 -3.40
C 1.62 -1.02 -4.49
C 1.19 -1.46 -5.92
C 1.19 -2.96 -6.31
C 1.59 -4.01 -5.22
C 2.02 -3.55 -3.79
C 3.89 -1.16 -2.00
C 4.41 -0.04 -2.95
C 5.89 0.51 -2.85
C 6.80 -0.11 -1.76
C 6.28 -1.21 -0.77
C 4.83 -1.75 -0.88
C -1.80 1.03 2.15
O -1.42 -0.10 2.50
O -1.64 2.08 3.12
C -2.28 3.22 2.50
O -2.42 4.21 3.24
H -6.28 6.68 -3.60
H -4.69 5.99 -4.27
H -4.63 7.41 -3.04
H -5.92 5.14 -0.38
H -6.38 6.79 -1.15
H -3.57 7.09 -1.16
H -4.53 7.42 0.36
H -2.31 5.88 0.57
H -3.78 5.56 1.61
H -4.33 3.64 -0.50
H -2.59 4.05 -0.94
H -3.91 1.08 -0.76
H -2.25 1.42 -1.46
H -2.43 -1.12 0.45
H -3.52 -1.24 -1.03
H -1.62 -1.86 -2.38
H -0.96 -0.16 -2.16
H 1.62 0.09 -4.27
H 0.89 -0.71 -6.73
H 0.89 -3.32 -7.35
H 1.58 -5.13 -5.46
H 2.31 -4.35 -3.03
H 3.76 0.44 -3.75
H 6.26 1.32 -3.57
H 7.88 0.23 -1.65
H 6.93 -1.66 0.06
H 4.40 -2.56 -0.18
O 8.77 -5.58 1.11
C 7.64 -5.86 0.72
C 6.86 -6.95 1.30
C 5.64 -7.23 0.83
O 4.89 -8.24 1.36
C 5.04 -6.46 -0.29
O 3.93 -6.75 -0.71
C 5.82 -5.35 -0.86
C 7.03 -5.07 -0.39
O 7.77 -4.04 -0.90
H 7.30 -7.51 2.11
H 4.06 -8.24 0.85
H 5.36 -4.78 -1.66
H 8.60 -4.04 -0.40
O -4.77 1.57 4.05
C -4.55 1.26 5.21
C -3.27 1.53 5.87
C -3.07 1.17 7.13
O -1.88 1.41 7.76
C -4.13 0.48 7.92
O -3.90 0.14 9.07
C -5.42 0.23 7.27
C -5.62 0.60 6.01
O -6.82 0.38 5.39
H -2.51 2.03 5.28
H -1.99 1.05 8.66
H -6.19 -0.25 7.86
H -6.71 0.73 4.48
```